No. 1
ORCA calculation (ωB97M-V with the def2-TZVPD basis set) on a structure of composition C29H51GaN3O4S2 at a distorted geometry.

Values from the calculation:
- Total charge: -1
- DFT total energy: -117604.821 eV
- HOMO energy: -4.959 eV

Element x y z (Å)
1 C 4.819 2.335 0.838
2 C 3.886 3.350 0.211
3 O 3.247 4.067 1.238
4 C 2.569 5.239 0.799
5 C 1.147 4.944 0.396
6 O 0.319 4.927 1.521
7 C -0.814 4.045 1.359
8 Ga -2.267 4.350 2.763
9 C -3.532 2.739 2.719
10 C -3.475 1.923 1.416
11 C -2.327 0.913 1.492
12 S -2.647 -0.536 0.455
13 C -1.373 -0.730 -0.684
14 S -1.630 -1.738 -1.942
15 N -0.107 -0.087 -0.553
16 C 0.484 -0.139 0.754
17 C 0.356 -1.327 1.487
18 C 0.904 -1.428 2.765
19 C 1.598 -0.355 3.328
20 C 1.747 0.819 2.589
21 C 1.198 0.926 1.308
22 C 0.022 1.125 -1.304
23 C 1.306 1.478 -1.741
24 C 1.502 2.648 -2.475
25 C 0.414 3.467 -2.796
26 C -0.868 3.097 -2.387
27 C -1.067 1.929 -1.643
28 H 5.821 2.733 0.959
29 H 4.437 2.034 1.806
30 H 4.893 1.444 0.221
31 H 4.450 4.031 -0.430
32 H 3.144 2.834 -0.405
33 H 3.105 5.677 -0.047
34 H 2.596 5.946 1.622
35 H 0.803 5.688 -0.333
36 H 1.138 3.963 -0.089
37 H -0.407 3.030 1.388
38 H -1.215 4.198 0.351
39 H -1.585 4.448 4.228
40 H -3.034 5.722 2.393
41 H -3.338 2.069 3.555
42 H -4.541 3.129 2.840
43 H -3.258 2.596 0.588
44 H -4.408 1.402 1.203
45 H -1.384 1.382 1.244
46 H -2.239 0.545 2.509
47 H -0.182 -2.168 1.081
48 H 0.785 -2.337 3.335
49 H 2.004 -0.428 4.323
50 H 2.261 1.667 3.011
51 H 1.315 1.854 0.777
52 H 2.148 0.847 -1.505
53 H 2.492 2.924 -2.802
54 H 0.566 4.378 -3.351
55 H -1.708 3.726 -2.630
56 H -2.070 1.670 -1.346
57 C 1.055 -7.913 4.506
58 C 2.152 -6.867 4.681
59 C 1.741 -5.667 5.545
60 O 0.895 -4.736 4.908
61 C -0.482 -5.064 4.884
62 N 2.644 -6.470 3.360
63 H 0.311 -7.595 3.777
64 H 1.485 -8.846 4.143
65 H 0.546 -8.117 5.450
66 H 2.983 -7.347 5.207
67 H 2.645 -5.106 5.795
68 H 1.290 -6.001 6.490
69 H -0.779 -5.591 5.796
70 H -0.743 -5.672 4.014
71 H -1.036 -4.129 4.822
72 H 3.458 -5.871 3.464
73 H 1.943 -5.875 2.927
74 C -3.333 0.005 -7.596
75 C -2.458 0.047 -6.346
76 C -1.127 -0.703 -6.493
77 O -1.228 -2.113 -6.442
78 C -1.606 -2.743 -7.646
79 N -3.240 -0.408 -5.197
80 H -3.843 -0.953 -7.696
81 H -4.103 0.774 -7.536
82 H -2.747 0.179 -8.501
83 H -2.196 1.094 -6.164
84 H -0.490 -0.431 -5.649
85 H -0.607 -0.400 -7.413
86 H -1.192 -2.222 -8.515
87 H -2.692 -2.809 -7.754
88 H -1.205 -3.757 -7.622
89 H -2.701 -0.262 -4.347
90 H -3.337 -1.417 -5.260

No. 2
ORCA calculation (ωB97M-V with the def2-TZVPD basis set) on a cluster of 6 separate species, C29H51O16P in total at a distorted geometry.

Values from the calculation:
- SMILES string: C[C@@H]1COC(=O)O1.C[C@@H]1COC(=O)O1.C[C@@H]1COC(=O)O1.C[C@@H]1COC(=O)O1.C[C@@H]1COC(=O)O1.CCCCCPCOCCC
- DFT total energy: -72949.585 eV
- HOMO energy: -8.526 eV

Element x y z (Å)
1 C 4.249 2.678 4.275
2 C 2.889 1.951 4.307
3 C 2.624 1.231 2.987
4 C 1.444 0.270 3.078
5 C 0.041 0.897 3.130
6 P -0.169 2.462 2.175
7 C -1.659 3.205 2.988
8 O -2.745 2.316 2.815
9 C -3.834 2.538 3.686
10 C -4.404 1.235 4.259
11 C -3.388 0.109 4.366
12 H 4.942 2.200 4.957
13 H 4.702 2.587 3.292
14 H 4.180 3.740 4.482
15 H 2.079 2.628 4.559
16 H 2.970 1.160 5.042
17 H 3.511 0.632 2.783
18 H 2.541 1.934 2.160
19 H 1.517 -0.478 2.294
20 H 1.569 -0.272 4.013
21 H -0.290 1.043 4.155
22 H -0.661 0.205 2.678
23 H 0.815 3.334 2.687
24 H -1.444 3.365 4.045
25 H -1.882 4.165 2.521
26 H -3.546 3.182 4.516
27 H -4.631 3.065 3.160
28 H -5.264 0.912 3.682
29 H -4.773 1.431 5.262
30 H -2.931 -0.098 3.407
31 H -3.895 -0.799 4.681
32 H -2.623 0.339 5.101
33 C -1.677 1.827 -1.071
34 C -2.290 0.989 -2.163
35 C -1.720 -0.402 -2.313
36 O -1.956 -0.674 -3.706
37 C -1.986 0.516 -4.355
38 O -1.992 0.627 -5.540
39 O -2.011 1.537 -3.473
40 H -1.957 2.873 -1.190
41 H -2.017 1.489 -0.094
42 H -0.590 1.776 -1.093
43 H -3.377 0.950 -2.055
44 H -2.215 -1.147 -1.695
45 H -0.644 -0.435 -2.135
46 C -3.115 -2.570 -8.356
47 C -3.780 -2.809 -7.025
48 C -2.851 -2.986 -5.850
49 O -3.638 -3.809 -4.968
50 C -4.492 -4.525 -5.733
51 O -5.158 -5.430 -5.342
52 O -4.481 -4.073 -7.009
53 H -3.826 -2.707 -9.170
54 H -2.720 -1.556 -8.399
55 H -2.296 -3.273 -8.516
56 H -4.517 -2.027 -6.822
57 H -2.581 -2.054 -5.368
58 H -1.946 -3.537 -6.115
59 C -5.825 -7.096 -8.405
60 C -5.258 -7.099 -9.800
61 C -4.043 -7.971 -10.012
62 O -3.374 -7.301 -11.092
63 C -3.716 -5.989 -11.033
64 O -3.199 -5.126 -11.666
65 O -4.724 -5.804 -10.148
66 H -6.514 -6.263 -8.274
67 H -6.357 -8.025 -8.201
68 H -5.037 -6.975 -7.661
69 H -6.035 -7.337 -10.533
70 H -4.280 -8.994 -10.292
71 H -3.379 -7.972 -9.145
72 C 4.802 2.052 8.407
73 C 3.321 2.050 8.686
74 C 2.846 1.065 9.729
75 O 1.495 0.816 9.314
76 C 1.432 1.026 7.977
77 O 0.506 0.744 7.287
78 O 2.576 1.602 7.536
79 H 5.016 2.595 7.487
80 H 5.341 2.529 9.226
81 H 5.179 1.035 8.286
82 H 2.977 3.061 8.923
83 H 2.863 1.456 10.743
84 H 3.398 0.123 9.690
85 C 7.724 2.443 0.229
86 C 7.129 3.656 0.900
87 C 7.980 4.903 0.868
88 O 7.542 5.593 2.044
89 C 7.087 4.667 2.922
90 O 6.809 4.889 4.053
91 O 6.998 3.449 2.321
92 H 7.176 1.545 0.511
93 H 7.681 2.551 -0.855
94 H 8.764 2.303 0.526
95 H 6.129 3.857 0.506
96 H 7.822 5.519 -0.013
97 H 9.045 4.681 0.973

Which value of DFT total energy does entry 2 give?
-72949.585 eV